Record 1
Formula: C35H30BBr3KN5O10
Source: the OMol25 dataset
Level of theory: ωB97M-V with the def2-TZVPD basis set

electronic energy = -10725.007672 Ha
molar mass = 970.27 g mol⁻¹
multiplicity = 1
energy relative to the best compared isomer or geometry (same formula, charge and spin) = 179.6 kJ/mol
largest force on an atom = 4.0 eV/Å
charge = -2

Structure (XYZ):
```
85
Properties=species:S:1:pos:R:3:forces:R:3
K 0.673028 -1.045776 1.751240 -0.2 -0.6 -0.2
O 1.420809 -2.349162 -4.151130 0.0 0.6 0.5
C 1.158164 -2.604063 -2.811390 -1.3 0.7 -0.4
O -0.150409 -2.335930 -2.372292 0.7 0.0 -0.7
C 1.985107 -3.129530 -1.944981 2.9 -2.5 1.1
C 3.372936 -3.563834 -2.397756 -1.1 -0.6 0.6
C 4.065569 -4.451589 -1.636429 0.8 0.9 -0.5
C 3.650904 -4.795508 -0.335783 -0.9 0.2 0.6
C 2.451134 -4.295163 0.097347 -2.9 2.0 -1.8
N 1.555050 -3.543958 -0.646545 1.7 -0.3 0.5
C 1.769982 -4.677663 1.365159 -0.7 -1.0 2.8
O 1.971975 -6.010344 1.725050 -0.8 1.6 0.8
O 1.061849 -4.054779 2.142430 1.1 0.0 -1.7
H 1.625455 -1.392846 -4.235637 -0.2 -0.6 0.1
H 3.680854 -3.296361 -3.397307 0.1 0.1 0.0
H 5.049671 -4.865085 -1.889150 -0.3 0.4 -0.5
H 4.332832 -5.164584 0.374643 0.8 -0.8 0.7
H 2.440592 -6.388708 1.013582 1.1 -1.0 -1.5
O 0.777715 7.345540 4.723007 0.0 0.0 0.5
C 0.600265 6.113239 4.820630 0.1 0.3 -2.8
O 0.492140 5.339419 5.746354 -0.1 -0.8 2.3
C 0.489523 5.369045 3.418387 -0.8 0.8 -0.4
C 0.387790 6.140709 2.256103 0.3 -0.3 -0.8
C 0.293718 5.511413 1.009586 -0.8 -0.7 -0.2
N 0.206838 4.191869 0.868114 0.7 -1.5 0.8
C 0.295615 3.427991 1.988803 -0.4 1.0 0.6
C 0.344131 3.988518 3.270765 0.5 0.2 0.2
C 0.384862 1.908156 1.944086 0.1 0.4 -1.7
O 0.671126 1.325108 3.006283 -0.1 -0.5 0.9
O 0.277270 1.362738 0.816997 0.0 -0.2 0.8
H 0.381179 7.216715 2.297130 0.2 0.2 0.3
H 0.171221 5.956810 0.004738 0.2 0.7 0.9
H 0.316923 3.339861 4.158692 0.2 0.4 -0.6
Br -5.580232 -3.952298 -1.447844 -0.2 -0.1 -0.2
C -4.045749 -3.328029 -0.523172 -0.2 -0.2 -0.7
C -2.797445 -3.548562 -1.042285 0.7 0.5 0.7
C -1.737908 -3.085444 -0.241195 0.0 -1.4 -0.7
N -1.890238 -2.379018 0.840537 0.5 -0.1 0.7
C -3.098255 -2.184683 1.314008 -1.0 0.7 0.3
C -4.244700 -2.664773 0.663768 1.7 0.2 0.2
C -3.110198 -1.362261 2.561538 0.0 0.7 1.2
C -4.270507 -1.195211 3.359694 -0.2 0.3 -1.0
C -4.202868 -0.368970 4.453410 0.6 -0.1 1.8
Br -5.759210 -0.207355 5.640549 0.8 0.0 -0.7
C -2.989475 0.162566 4.867698 1.3 -0.3 -1.9
C -1.867759 0.009585 3.995899 -1.5 -1.0 -0.5
N -1.928221 -0.770753 2.897894 -1.3 0.2 0.3
H -2.559144 -3.993830 -1.990061 -0.2 -0.3 -0.1
H -0.731577 -3.431502 -0.395732 0.4 0.3 -0.6
H -5.224730 -2.496528 0.978681 -1.3 0.3 0.8
H -5.276162 -1.565102 3.138904 0.6 -0.3 -0.4
H -2.738254 0.679041 5.749305 -0.6 0.7 1.1
H -0.911419 0.532002 4.117880 -0.3 -0.2 0.3
C -0.408388 1.986721 -1.654001 -0.3 0.1 -0.3
C -0.397133 1.214236 -2.955202 0.2 -0.7 0.2
C 0.235623 2.055115 -4.065275 -0.1 1.5 2.6
O 0.439315 -0.009074 -2.727474 -0.2 1.2 -0.4
B -0.442540 -1.024492 -2.530595 -0.4 -0.1 -0.8
O -1.736907 -0.680221 -2.786992 -1.5 -0.2 0.7
C -1.794036 0.611001 -3.344675 0.7 0.2 -1.8
C -1.910995 0.416827 -4.897715 1.5 -0.9 1.2
C -2.968006 1.415015 -2.866891 0.3 -0.3 1.7
H 0.565614 2.060007 -1.207776 0.6 -0.2 -0.1
H -0.999846 1.568643 -0.828670 0.0 0.2 -0.6
H -0.662845 3.020363 -1.857581 -0.6 0.3 0.1
H 0.983303 2.654854 -3.489590 -0.1 -0.4 -0.9
H -0.531788 2.783641 -4.381383 0.4 -0.4 -0.4
H 0.698973 1.484799 -4.825417 0.3 -0.4 -0.9
H -0.913547 0.056327 -5.206476 -0.4 -0.3 -0.1
H -1.939893 1.413474 -5.327572 -1.0 -0.2 -0.6
H -2.639522 -0.413135 -5.107916 0.3 1.4 -0.1
H -2.867269 1.427714 -1.766046 -0.5 0.2 -0.4
H -3.897956 0.941985 -3.148141 -0.3 -0.2 -0.1
H -2.968670 2.443435 -3.207548 0.2 0.2 -0.2
Br 4.504345 0.064795 -2.312993 -0.2 -0.1 -0.1
C 3.952269 0.415165 -0.550270 -0.1 1.2 1.7
C 3.879416 1.750724 -0.081703 0.3 -1.1 -2.0
C 3.608624 2.012234 1.252422 0.4 0.0 -1.3
C 3.383683 0.944915 2.074088 -0.1 -1.7 -0.8
N 3.426214 -0.343913 1.657818 0.1 0.9 0.2
C 3.725497 -0.585282 0.389498 0.1 -0.9 -0.8
H 4.039927 2.466151 -0.908878 -0.1 0.2 1.1
H 3.592698 3.017287 1.593941 -0.3 0.6 0.4
H 3.037482 1.054733 3.056508 -0.1 0.4 1.3
H 3.764617 -1.645134 0.092306 0.0 0.4 0.1
```
Positions in Å, forces in eV/Å.

Here are the Löwdin charges for atoms 1 to 8, given in e: number 1, K, carries 0.783; number 2, O, carries 0.037; number 3, C, carries -0.344; number 4, O, carries 0.183; number 5, C, carries -0.200; number 6, C, carries -0.034; number 7, C, carries -0.139; number 8, C, carries -0.127

---

Record 2
Formula: C35H30BBr3KN5O10
Source: the OMol25 dataset
Level of theory: ωB97M-V with the def2-TZVPD basis set

electronic energy = -10725.018711 Ha
molar mass = 970.27 g mol⁻¹
multiplicity = 1
energy relative to the best compared isomer or geometry (same formula, charge and spin) = 150.6 kJ/mol
largest force on an atom = 3.5 eV/Å
charge = -2

Structure (XYZ):
```
85
Properties=species:S:1:pos:R:3:forces:R:3
K 13.811827 11.047469 11.185361 -0.2 0.1 0.3
O 16.993504 11.063269 8.493693 -3.4 0.2 0.9
C 16.249024 11.838938 9.457603 0.6 -1.5 -3.1
O 15.111703 12.107458 9.142201 0.3 0.3 0.8
C 16.995192 12.193264 10.660937 0.5 0.0 -0.1
C 18.359062 12.246119 10.623026 0.9 0.3 0.3
C 19.040264 12.527678 11.840833 -0.1 -0.6 -0.1
C 18.347034 12.791323 12.969274 0.0 0.5 -0.3
C 16.898875 12.961527 12.805191 -1.4 1.1 2.2
N 16.266731 12.418715 11.706772 -1.4 0.4 0.7
C 16.117389 13.633375 13.728456 1.2 -0.7 -1.4
O 16.658569 14.189615 14.885298 -0.1 -1.0 0.0
O 14.744464 13.735382 13.650069 0.3 0.6 -0.6
H 16.137410 10.622583 8.112990 2.2 0.6 0.3
H 18.859072 11.871179 9.779239 0.7 -0.1 -1.0
H 20.113587 12.431674 11.920202 0.2 0.0 -0.2
H 18.909743 12.946283 13.891579 -0.6 0.1 -0.1
H 16.865301 13.360052 15.333741 0.3 0.4 0.9
O 8.710752 9.274490 15.747758 0.2 0.2 -0.3
C 8.195146 9.051627 14.629728 -1.0 -1.0 0.5
O 6.967522 8.936997 14.346671 1.0 0.3 -0.1
C 9.182795 8.829776 13.471334 0.5 1.0 0.7
C 8.822162 9.311960 12.232567 -1.4 -0.3 0.0
C 9.666725 9.294934 11.177487 2.2 -1.0 -0.7
N 10.984018 8.965799 11.319195 0.0 -0.3 0.8
C 11.387109 8.516546 12.545930 -0.2 0.3 -1.1
C 10.488664 8.409144 13.613948 0.7 0.1 -0.8
C 12.867775 7.983849 12.612058 -0.1 0.5 -1.4
O 12.983305 6.754212 12.674018 -0.2 -0.3 0.5
O 13.811648 8.799501 12.369139 -1.0 0.0 0.7
H 7.793253 9.580942 12.136591 -0.6 0.2 -0.2
H 9.348086 9.347485 10.132266 0.0 0.7 0.3
H 10.896798 8.015542 14.504475 0.0 -0.3 1.1
Br 17.457575 5.022006 11.752269 -0.3 0.4 -0.1
C 16.699039 6.737882 11.329217 -0.1 0.2 0.5
C 17.239849 7.868835 11.943126 -0.6 -0.8 -1.0
C 16.787987 9.090363 11.502553 0.1 0.3 -0.2
N 15.876212 9.214931 10.560365 -0.6 0.6 0.0
C 15.234837 8.132466 10.150404 -0.7 0.4 -0.6
C 15.600704 6.852625 10.470684 1.4 -1.4 0.7
C 14.041425 8.293596 9.252628 1.3 -0.4 0.5
C 13.005327 7.383661 9.398270 0.1 0.6 -1.1
C 12.053574 7.404770 8.406550 0.4 -0.4 0.6
Br 10.771643 6.073667 8.510579 -0.9 -0.5 -0.2
C 12.113005 8.301177 7.373440 -0.7 0.1 -0.6
C 13.153596 9.196911 7.385310 0.6 1.6 -0.7
N 14.142319 9.201478 8.285418 -0.6 -0.1 -0.2
H 18.010539 7.864236 12.662607 0.7 -0.4 0.7
H 17.200313 10.004279 11.921496 0.0 0.0 -0.1
H 15.125021 5.958861 10.048269 0.2 0.6 0.3
H 12.993295 6.625456 10.143454 0.0 -0.1 0.8
H 11.350899 8.293057 6.592186 0.3 0.1 0.2
H 13.220442 10.017726 6.629328 -0.1 -0.9 0.5
C 13.347592 12.743102 17.513637 2.1 -2.0 -1.9
C 12.945177 11.940828 16.191030 1.0 1.0 1.7
C 12.644207 10.457215 16.390772 0.4 -0.5 -0.4
O 14.121255 12.112090 15.351517 0.2 -0.8 0.1
B 13.902601 13.189319 14.542321 -1.0 -0.1 0.1
O 12.609381 13.670671 14.649717 0.3 0.4 0.2
C 11.865187 12.736486 15.453689 -0.3 -1.3 -2.1
C 10.867156 13.421589 16.244885 -1.5 1.4 1.3
C 11.108391 11.883747 14.450178 -0.2 -0.5 -1.7
H 14.187516 12.173869 18.002327 -0.9 0.4 -0.3
H 12.518629 12.837465 18.138187 -1.1 0.4 1.3
H 13.798974 13.679517 17.172470 -0.5 0.1 0.3
H 13.388065 9.973535 17.045853 0.2 0.3 -0.5
H 12.677672 9.967028 15.369810 -0.2 0.3 1.3
H 11.705220 10.237831 16.929727 0.0 0.4 -0.7
H 11.321063 14.147287 16.881654 0.4 0.7 0.6
H 10.269211 12.759256 16.884311 0.1 -0.1 -0.4
H 10.202747 14.000394 15.589122 0.0 -0.4 0.1
H 11.875698 11.358019 13.864173 -0.3 0.0 -0.2
H 10.489096 12.502496 13.737938 0.9 -0.3 0.8
H 10.413642 11.115442 14.798987 0.2 0.1 0.6
Br 16.794860 15.836252 6.666463 0.9 0.0 -1.0
C 16.049600 15.834131 8.355298 -0.3 -0.2 0.6
C 16.781959 15.835055 9.530959 -0.2 -0.3 0.8
C 16.102874 15.783213 10.752702 1.2 0.3 0.6
C 14.731176 15.704444 10.713926 -0.7 0.1 -0.9
N 14.026045 15.754887 9.584340 0.3 -0.5 -1.5
C 14.681630 15.773884 8.387592 -0.7 0.3 2.8
H 17.849775 15.732673 9.530488 0.4 0.3 -0.2
H 16.621492 15.834792 11.754214 -0.5 -0.4 -1.4
H 14.127192 15.540663 11.578514 -0.1 0.2 0.7
H 14.095116 15.725506 7.498459 -0.4 0.1 -0.4
```
Positions in Å, forces in eV/Å.

Here are the Löwdin charges for atoms 1 to 8, given in e: number 1, K, carries 0.802; number 2, O, carries -0.005; number 3, C, carries -0.450; number 4, O, carries -0.004; number 5, C, carries -0.361; number 6, C, carries -0.072; number 7, C, carries -0.118; number 8, C, carries -0.044

---

Record 3
Formula: C35H30Cl2N3O8OsS
Source: the OMol25 dataset
Level of theory: ωB97M-V with the def2-TZVPD basis set

electronic energy = -3527.031831 Ha
molar mass = 913.84 g mol⁻¹
multiplicity = 1
energy relative to the best compared isomer or geometry (same formula, charge and spin) = 120.6 kJ/mol
largest force on an atom = 1.0 eV/Å
charge = +1

Structure (XYZ):
```
80
Properties=species:S:1:pos:R:3:forces:R:3
Os 1.105626 -0.894605 0.479842 -0.6 0.3 -0.1
Cl -0.518266 -7.737455 -1.276694 0.0 0.0 0.0
C -0.432575 -6.077945 -0.820591 0.0 0.0 0.0
C -1.566773 -5.492868 -0.182746 0.0 0.0 0.0
C -1.572257 -4.189356 0.189237 0.1 0.0 -0.1
C -0.417025 -3.382107 -0.022433 0.1 -0.1 0.2
O -0.458588 -2.165628 0.381113 0.1 0.2 -0.3
C 0.723712 -3.964365 -0.684206 0.0 0.0 0.0
C 1.832320 -3.234319 -1.074318 0.0 0.0 0.0
N 2.056575 -1.934971 -0.835985 0.2 0.1 0.3
C 3.168231 -1.277043 -1.443804 0.0 0.0 -0.1
C 3.805026 -1.643149 -2.596456 0.0 0.0 0.0
C 4.908884 -0.889043 -3.052152 0.0 0.0 0.0
C 5.354449 0.203343 -2.362681 0.0 0.0 0.0
C 4.694951 0.613100 -1.179868 0.0 0.0 0.0
C 5.072051 1.729170 -0.399201 -0.1 0.0 0.0
C 4.346403 2.052651 0.709737 0.0 0.1 0.0
C 3.220074 1.287758 1.047180 -0.1 -0.1 0.0
N 2.857333 0.234245 0.348143 -0.1 0.2 -0.1
C 3.588684 -0.124359 -0.748538 0.0 0.0 0.0
C 0.672208 -5.343813 -1.071839 0.0 0.0 0.0
H -2.432047 -6.115916 0.001908 0.0 0.0 0.0
H -2.419103 -3.733753 0.685852 0.0 0.0 0.0
H 2.581969 -3.744008 -1.671641 0.0 0.0 0.0
H 3.468751 -2.489026 -3.181242 0.0 0.0 0.0
H 5.402379 -1.191157 -3.965555 0.0 0.0 0.0
H 6.204604 0.772249 -2.716096 0.0 0.0 0.0
H 5.919289 2.324854 -0.698481 0.1 0.1 0.0
H 4.601007 2.905316 1.322225 0.0 0.0 0.0
H 2.594789 1.542376 1.891854 0.0 0.0 0.0
H 1.524470 -5.784697 -1.571622 0.0 0.0 0.0
C -5.634402 3.384274 1.360338 0.0 0.0 0.0
C -5.021330 2.106289 1.859431 0.0 0.0 0.0
C -4.363693 2.062567 3.089019 0.0 0.0 0.0
C -3.828503 0.881095 3.568614 0.0 0.0 0.0
C -3.948262 -0.272760 2.807261 0.0 0.0 0.0
C -4.596339 -0.258103 1.582908 0.0 0.0 0.0
C -5.129506 0.933130 1.117446 0.0 0.0 0.0
S -3.244090 -1.772144 3.395904 -0.1 0.0 0.0
O -3.558990 -1.993787 4.775525 0.0 0.0 0.0
O -3.540283 -2.799379 2.430037 0.0 0.0 0.0
N -1.638994 -1.382478 3.358800 0.0 0.2 0.0
C -0.719960 -2.219096 4.124805 0.1 -0.1 -0.1
C 0.630181 -1.493000 4.296867 0.0 0.1 0.0
C 1.145270 -1.221810 2.931229 0.1 -0.2 -0.1
O 1.598857 -2.110501 2.157024 -0.1 -0.2 0.1
O 0.966415 -0.082260 2.359167 0.2 -0.2 0.0
H -5.206338 4.253008 1.858480 0.0 0.0 0.0
H -6.709436 3.391479 1.549971 0.0 0.0 0.0
H -5.494115 3.499447 0.285326 0.0 0.0 0.0
H -4.278650 2.966624 3.679331 0.0 0.0 0.0
H -3.324013 0.851955 4.525520 0.0 0.0 0.0
H -4.678622 -1.170561 1.009305 0.0 0.0 0.0
H -5.645169 0.949172 0.164431 0.0 0.0 0.0
H -1.372210 -1.174812 2.399025 0.0 0.0 0.0
H -0.545676 -3.190425 3.651173 0.0 0.0 0.0
H -1.156451 -2.388981 5.106467 0.0 0.0 0.0
H 1.330459 -2.118995 4.847390 0.0 -0.1 0.0
H 0.476758 -0.545850 4.810120 0.0 0.0 0.0
C 0.283898 1.634799 -4.662686 0.0 0.0 -0.1
C 0.739889 2.793076 -3.825682 0.0 -0.1 0.1
C 1.839158 3.555855 -4.186771 0.0 0.0 0.0
C 2.246822 4.622931 -3.402287 0.1 0.1 0.0
Cl 3.636254 5.556837 -3.881769 -0.1 0.0 0.0
C 1.562760 4.956570 -2.250714 0.0 0.0 0.0
C 0.467451 4.192182 -1.867289 0.0 0.0 0.0
C 0.063907 3.120270 -2.646391 0.1 -0.1 0.3
O -1.033459 2.337234 -2.372567 -0.2 -0.5 0.1
C -1.460440 2.006911 -1.065885 0.1 0.2 -0.2
C -0.718467 0.878433 -0.347971 0.6 0.3 -0.8
O -1.200509 0.293394 0.610749 0.1 0.2 0.4
O 0.479823 0.558612 -0.770970 -0.4 0.0 -0.2
H 1.017548 1.409474 -5.436187 0.0 0.0 0.0
H -0.668112 1.852004 -5.149616 0.0 0.0 0.0
H 0.132155 0.746696 -4.048443 0.0 0.0 0.0
H 2.382580 3.319066 -5.093140 0.0 0.0 0.0
H 1.865527 5.815258 -1.667134 0.0 0.0 0.0
H -0.064418 4.469379 -0.967714 -0.1 -0.1 0.0
H -2.488512 1.662486 -1.161507 -0.1 0.0 0.0
H -1.483912 2.878958 -0.407884 0.1 -0.1 0.1
```
Positions in Å, forces in eV/Å.

Here are the Löwdin charges for atoms 1 to 8, given in e: number 1, Os, carries 1.748; number 2, Cl, carries 0.725; number 3, C, carries -0.653; number 4, C, carries -0.036; number 5, C, carries 0.039; number 6, C, carries -0.265; number 7, O, carries -0.135; number 8, C, carries -0.104

---

Look up the molar mass of the first one. 970.27 g mol⁻¹

---

Look up the energy relative to the best compared isomer or geometry (same formula, charge and spin) of the second one. 150.6 kJ/mol

---

molar mass of number 1 (C35H30BBr3KN5O10)? 970.27 g mol⁻¹

---

Among the records above, which one has the lowest electronic energy? number 2